Computed, not measured: the molecule C2HNO2S2, with wB97M-V/def2-TZVPD.

XYZ file:
```
8
Properties=species:S:1:pos:R:3:lowdin_charge:R:1
C 0.705 -0.015 0.065 -0.09
C -0.010 -1.294 -0.022 -0.69
N 0.037 1.125 -0.001 -0.59
O 0.511 2.255 -0.119 -0.08
O 0.548 -2.349 -0.063 0.06
S -1.855 -0.917 -0.051 0.57
S -1.751 1.103 -0.002 0.65
H 1.815 0.092 0.193 0.17
```

calculated total energy	-1078.331634	Ha
gap between HOMO and LUMO	0.3239	Eh
strongest force on any atom	0.0369	hartree/bohr
energy above the lowest of the compared OMol25 structures with the same formula, charge and spin	49.1	kcal per mole
2S+1	1